Record 1
Here is a single C4H3Cl2N3O2 molecule in a non-equilibrium geometry from the OMol25 dataset. Energies are from ωB97M-V/def2-TZVPD.

For the highest occupied orbital energy, the calculation gives -9.44 eV. The calculation puts the total energy at -37800.841 eV. The largest force on an atom comes out at 3.46 eV Å⁻¹. Its relative energy (zero: lowest compared OMol25 entry of this formula, charge and spin) is 259.1 kJ/mol. As for the charge: 0. The value obtained for the HOMO-LUMO gap is 8.6181 eV. Its SMILES is O=[N+]([O-])/N=C(Cl)/C=C\N=C/Cl.

Geometry (Å):
O1 4.7797 0.9741 1.0942
N1 3.8667 1.5674 0.5854
O2 3.7921 2.7186 0.2593
N2 2.6367 0.8391 0.4117
C1 2.1688 -0.1394 -0.2323
Cl1 3.0475 -0.8985 -1.5510
C2 0.9251 -0.7885 0.0264
C3 -0.1686 -0.3279 0.6963
N3 -0.6629 0.8677 0.9677
C4 -0.9292 1.7866 0.1488
Cl2 -1.1004 1.6027 -1.4820
H1 0.9411 -1.7538 -0.3913
H2 -0.8394 -1.1253 1.1469
H3 -1.2514 2.7403 0.4605

***

Record 2
Here is a molecular structure, C4H3Cl2OS in a non-equilibrium geometry from the OMol25 dataset. Energies are from ωB97M-V/def2-TZVPD.

For the highest occupied orbital energy, the calculation gives -3.69 eV. The calculation puts the total energy at -42124.359 eV. The largest force on an atom comes out at 2.25 eV Å⁻¹. Its relative energy (zero: lowest compared OMol25 entry of this formula, charge and spin) is 56.4 kJ/mol. As for the charge: -1. The value obtained for the HOMO-LUMO gap is 7.2100 eV.

Geometry (Å):
C1 1.6797 0.0006 -0.5259
C2 0.8801 0.4196 0.4302
C3 -1.3920 -1.0357 0.4161
C4 -0.5256 0.7088 0.0619
O1 -0.8614 -1.5869 1.3337
S1 -2.6139 -1.2713 -0.6277
Cl1 -1.3360 1.8915 1.0458
Cl2 -0.7162 1.0368 -1.6328
H1 2.5533 -0.6200 -0.3994
H2 1.4941 0.2055 -1.6141
H3 0.8379 0.2512 1.5121

***

Record 3
Here is a single C4H3Cl4NO molecule in a non-equilibrium geometry from the OMol25 dataset. Energies are from ωB97M-V/def2-TZVPD.

For the highest occupied orbital energy, the calculation gives -10.32 eV. The calculation puts the total energy at -57822.821 eV. The largest force on an atom comes out at 3.29 eV Å⁻¹. As for the charge: 0. The value obtained for the HOMO-LUMO gap is 10.7481 eV. Its SMILES is O=C1N(Cl)C[C@H](Cl)C1(Cl)Cl.

Geometry (Å):
O1 -2.6885 2.0692 -1.0646
C1 -1.8444 1.2237 -0.8580
N1 -0.5222 1.2726 -0.9058
Cl1 0.2265 2.6305 -1.4889
C2 0.2713 0.1163 -0.4596
C3 -0.7972 -0.5776 0.4015
Cl2 -0.4422 -2.2639 0.7360
C4 -2.1446 -0.2622 -0.1923
Cl3 -2.6189 -1.4637 -1.4180
Cl4 -3.3939 -0.1492 1.0031
H1 1.1157 0.6168 -0.0375
H2 0.6815 -0.5699 -1.2594
H3 -0.8347 0.0976 1.2719

***

Record 4
Here is a single C4H3ClF4O molecule in a non-equilibrium geometry from the OMol25 dataset. Energies are from ωB97M-V/def2-TZVPD.

For the highest occupied orbital energy (spin up / spin down), the calculation gives -8.31 / -8.31 eV. The calculation puts the total energy at -29633.510 eV. The largest force on an atom comes out at 8.68 eV Å⁻¹. Its relative energy (zero: lowest compared OMol25 entry of this formula, charge and spin) is 229.4 kJ/mol. As for the charge: 0. The value obtained for the HOMO-LUMO gap (spin up / spin down) is 8.5212 / 8.5205 eV. Its SMILES is CO/C(F)=C(\Cl)C(F)(F)F.

Geometry (Å):
C1 -2.6138 0.3678 -0.2010
O1 -1.2424 0.6538 -0.5763
C2 -0.2039 -0.0639 -0.3260
F1 -0.2930 -1.3579 -0.0950
C3 1.1972 0.4779 0.2896
Cl1 1.4755 2.0620 0.4090
C4 2.2917 -0.4997 0.1686
F2 2.4563 -1.2953 1.2719
F3 3.4875 0.1390 -0.0217
F4 2.2049 -1.3708 -0.8008
H1 -2.9448 1.1195 0.5044
H2 -2.5875 -0.5560 0.3550
H3 -3.2277 0.3235 -0.9775

***

Which of these has the lowest total energy? C4H3Cl4NO

***

The highest total energy belongs to which entry? C4H3ClF4O